*a*
The following is a quantum chemistry calculation of the molecule C9H9P, from the OMol25 dataset.

## Properties
Multiplicity: 1

Each line ends with the natural charge from an NBO analysis.
Element x y z (Å)
C -0.32 0.62 2.32  -0.4009
H -0.94 1.78 0.82  0.2198
H -1.32 -0.52 0.39  0.2336
C 1.76 -0.26 -1.15  -0.1984
C -0.66 -0.24 3.23  -0.0994
H -0.45 2.69 2.06  0.2226
C 0.80 -0.34 -0.11  -0.4076
H 2.83 -0.12 -0.90  0.2204
H -0.15 -1.52 -3.61  0.2080
C 0.11 -1.08 -2.69  -0.1965
C 1.46 -0.72 -2.44  -0.2113
H -0.30 -0.92 3.86  0.1773
P 1.33 0.43 1.41  0.6217
H -1.84 -1.19 -2.01  0.2089
C -0.89 -0.94 -1.71  -0.2010
H -2.10 2.07 2.24  0.2275
C -1.08 1.87 1.86  -0.6504
H 2.28 -1.03 -3.18  0.2259
C -0.53 -0.59 -0.38  -0.2001

=====

*b*
The following is a quantum chemistry calculation of C9H9P as an isolated structure, from the OMol25 dataset.

## Properties
Multiplicity: 1

Each line ends with the natural charge from an NBO analysis.
Element x y z (Å)
C -0.22 -1.14 0.32  -0.2599
C -2.55 1.49 0.29  -0.1965
H 2.59 -2.23 -0.47  0.1961
H 3.29 0.02 -1.94  0.2292
H -2.97 2.48 -0.14  0.2174
P 0.28 1.34 -0.68  0.5782
C 2.54 -1.09 -0.47  -0.0411
H 3.50 0.82 -0.52  0.2292
H -0.02 -2.22 0.63  0.2310
C 3.54 -0.17 -0.97  -0.7326
C -3.22 0.70 1.25  -0.2206
C -2.56 -0.43 1.45  -0.2571
H -4.25 0.95 1.69  0.2221
C 0.76 -0.35 -0.27  -0.2451
C -1.42 0.85 -0.13  -0.3836
H 0.26 1.00 -2.13  -0.0093
H -2.73 -1.24 2.28  0.2219
C -1.36 -0.41 0.64  -0.0100
H 4.55 -0.38 -0.82  0.2307

=====

Which one sits at the bottom of the stability order? *b* does.